Version A
This record from the OMol25 dataset describes a 2-piece molecular cluster, C5H14 overall. The level of theory is ωB97M-V/def2-TZVPD.

Last column: Mulliken charge in e.
Geometry (Å):
C -1.52221 -1.65640 -1.89513  -0.728
C 0.02925 1.60750 1.02839  -0.308
H 0.61034 -2.07840 -1.83804  0.191
H 0.76031 0.84322 -0.96362  0.089
H 2.08791 1.20569 0.22881  0.310
H -0.38067 -3.23870 -0.79919  0.351
H -0.17928 1.21088 3.17889  0.339
H -0.12737 2.59621 1.43027  0.333
H -1.26884 -1.90559 -2.85583  0.301
H -0.86425 1.28995 0.41225  0.247
C 0.38291 0.89309 2.31793  -1.139
C 1.17125 1.65123 -0.12402  -0.763
H 1.28401 2.69583 -0.57389  0.294
H -2.38334 -2.14122 -1.45721  0.268
C -0.26587 -2.19259 -0.99950  -0.571
H 0.17169 -1.44586 -0.22428  -0.012
H -1.45708 -0.56344 -1.72064  0.198
H 1.38365 1.36310 2.58929  0.281
H 0.56757 -0.13450 2.26550  0.318

Its multiplicity is 1. As for the charge: 0. Its SMILES is CCC.CC.

=====

Version B
This record from the OMol25 dataset describes a 2-piece molecular cluster, C5H14 overall. The level of theory is ωB97M-V/def2-TZVPD.

Last column: Mulliken charge in e.
Geometry (Å):
H -0.25031 -0.04071 1.47694  0.319
H -1.48381 -1.73259 -0.48769  0.240
C -1.04273 -2.72221 -0.57173  -0.865
H 0.91395 -3.68604 -0.88478  0.325
H 0.89736 1.15637 2.05070  0.337
H 0.01567 3.84461 -0.53341  0.349
H -1.23277 1.87952 -0.01414  0.249
C 0.45021 -2.70391 -0.87201  -0.704
H -1.25454 -3.34345 0.29780  0.272
C 0.29383 0.85324 1.18678  -1.064
H -0.72795 2.66147 1.50702  0.251
C -0.38632 2.10340 0.63599  -0.142
H 0.81867 2.45266 -1.14860  0.310
H 1.05693 0.42509 0.51874  0.242
H 0.93863 -2.17777 -0.04539  0.159
H -1.62408 -3.17988 -1.38201  0.325
H 1.43910 3.38406 0.25466  0.331
H 0.61917 -2.12364 -1.77570  0.251
C 0.55898 2.94979 -0.21318  -1.185

Its multiplicity is 1. As for the charge: 0. Its SMILES is CCC.CC.

=====

Version C
This record from the OMol25 dataset describes a 2-piece molecular cluster, C5H14 overall. The level of theory is ωB97M-V/def2-TZVPD.

Last column: Mulliken charge in e.
Geometry (Å):
C 0.43282 1.68281 -2.69328  -1.085
C 0.71374 0.31730 -0.59837  -1.034
H 0.04955 -2.95130 2.29763  0.314
H 0.07978 -0.25945 -1.25945  0.355
H -1.55125 -0.17687 1.97793  0.241
C -0.04560 -1.91497 1.85467  -0.837
H 1.55154 -0.33651 -0.62343  0.388
H 0.20745 0.25814 0.37812  0.080
C -1.41569 -1.25670 2.32369  -0.760
C 0.63540 1.75065 -1.26771  -0.194
H -0.00094 -1.88253 0.75435  0.236
H -2.36053 -1.72048 1.94959  0.250
H -0.14904 2.29567 -0.67904  0.256
H -0.41999 2.19618 -2.94842  0.315
H 1.62589 2.15382 -1.03218  0.240
H -1.53475 -1.37422 3.40853  0.288
H 0.91251 -1.60133 2.29021  0.303
H 0.07432 0.64274 -2.96872  0.313
H 1.19479 2.17704 -3.16409  0.330

Its multiplicity is 1. As for the charge: 0. Its SMILES is CCC.CC.

=====

Version D
This record from the OMol25 dataset describes a 2-piece molecular cluster, C5H14 overall. The level of theory is ωB97M-V/def2-TZVPD.

Last column: Mulliken charge in e.
Geometry (Å):
H -1.78583 0.33476 3.66277  0.289
H -2.72585 1.46004 2.69782  0.278
C 2.14969 0.38418 -1.72658  -1.140
H 2.41893 0.07647 -2.73962  0.291
C -0.06059 -0.90625 -1.65297  -1.234
H -0.70110 -1.40047 -0.92952  0.322
C -2.19534 0.50891 2.67102  -0.972
H 1.52054 1.27307 -1.77363  0.298
H 1.11950 -0.48643 0.00398  -0.004
H -2.91027 -0.27093 2.41000  0.304
C -1.06725 0.61339 1.61558  -0.676
H -1.42553 0.58493 0.59389  0.230
H -0.12618 -1.44006 -2.59795  0.379
H -0.61758 1.59306 1.72065  0.314
H -0.33897 -0.17592 1.73851  0.219
H 1.80524 -1.68446 -0.94042  0.309
C 1.32852 -0.70404 -1.05666  0.162
H -0.52779 0.05201 -1.93778  0.290
H 3.05734 0.60596 -1.17703  0.341

Its multiplicity is 1. As for the charge: 0. Its SMILES is CCC.CC.

=====

Most stable: version D (next structure +2.4 kcal/mol)

=====

Version A
This record from the OMol25 dataset describes a 2-piece molecular cluster, C5H14 overall. The level of theory is ωB97M-V/def2-TZVPD.

Last column: Mulliken charge in e.
Geometry (Å):
H 0.93083 0.77233 -3.47072  0.280
H -1.49072 0.35799 1.52914  0.090
H -1.54157 0.28073 -1.08135  0.275
H 0.70969 1.07385 -1.04572  0.293
H -1.83220 0.61828 3.18864  0.323
H 1.27438 -0.48953 -0.71876  0.194
C 0.13866 -0.18859 2.77849  -0.912
H -0.15257 -1.24038 2.70657  0.274
C -0.79029 -0.47592 -1.14981  -1.087
H 0.40512 -0.08632 3.83584  0.345
H -0.72657 1.76152 2.40685  0.251
H 1.05793 -0.01678 2.22768  0.255
H 2.19270 -0.26852 -2.92210  0.323
C 1.11599 -0.09510 -2.83841  -1.169
C -1.03929 0.72272 2.44496  -0.618
H -0.82529 -1.10596 -0.25969  0.207
H -1.13278 -1.15669 -1.93134  0.384
C 0.62520 0.04836 -1.41836  -0.022
H 0.64609 -0.94198 -3.33064  0.314

Its multiplicity is 1. As for the charge: 0. Its SMILES is CCC.CC.

=====

Version B
This record from the OMol25 dataset describes a 2-piece molecular cluster, C5H14 overall. The level of theory is ωB97M-V/def2-TZVPD.

Last column: Mulliken charge in e.
Geometry (Å):
H -0.42837 0.32065 1.23714  -0.236
H -0.20838 1.48621 2.44569  0.247
H -0.36638 1.49388 -1.68288  0.235
H -0.91938 -1.46582 -2.06152  0.281
C -0.16523 0.51712 -2.13631  -0.236
C 0.73261 -0.37227 2.92951  -0.855
H -1.46019 0.29615 2.61118  0.363
H 1.65974 0.06897 2.54359  0.249
H 2.04723 0.48893 -1.59385  0.330
H -2.23133 -0.27064 -2.34928  0.306
H 0.03229 0.80504 -3.16590  0.337
H 0.72217 -0.26022 4.00523  0.312
C 1.09506 -0.05208 -1.50004  -0.756
C -0.41888 0.42271 2.32967  -0.391
C -1.28738 -0.46168 -1.83731  -0.913
H 0.91496 -0.08565 -0.42537  -0.068
H 1.29209 -1.05494 -1.85073  0.320
H 0.82213 -1.39968 2.56598  0.296
H -1.42551 -0.45481 -0.76133  0.179

Its multiplicity is 1. As for the charge: 0. Its SMILES is CCC.CC.

=====

Most stable: version A (next structure +1.4 kcal/mol)

=====

Version A
This record from the OMol25 dataset describes a 2-piece molecular cluster, C5H14 overall. The level of theory is ωB97M-V/def2-TZVPD.

Last column: Mulliken charge in e.
Geometry (Å):
H -1.48123 -0.07387 1.44526  0.280
H -1.39720 2.36905 -2.56829  0.345
H -0.28776 2.78210 -1.21405  0.273
H -1.28331 -1.85023 1.49812  0.412
C 1.12323 -1.28521 2.26717  -1.399
H 0.85007 0.19277 0.84431  0.168
H 0.93788 -1.34494 0.08004  0.356
H 0.76236 0.57277 -1.43543  0.076
H -0.20148 0.27204 -2.99009  0.277
C 0.50950 -0.84012 0.94272  -0.038
C -1.02055 -0.93655 0.95901  -1.100
H 0.88382 1.67437 -2.85456  0.330
H 0.68965 -0.71941 3.08264  0.331
H 2.21925 -1.24747 2.23399  0.360
H -1.50986 1.49296 -1.08266  0.232
H -1.37702 -1.14922 -0.05408  0.275
C 0.25565 0.97619 -2.29958  -0.646
C -0.79495 1.97684 -1.74646  -0.888
H 0.97017 -2.34855 2.48936  0.359

Its multiplicity is 1. As for the charge: 0. Its SMILES is CCC.CC.

=====

Version B
This record from the OMol25 dataset describes a 2-piece molecular cluster, C5H14 overall. The level of theory is ωB97M-V/def2-TZVPD.

Last column: Mulliken charge in e.
Geometry (Å):
C 0.30243 1.09854 1.84123  -0.767
H -0.60330 2.90632 1.08976  0.300
H -0.54317 -1.24438 0.21810  0.308
H 1.16809 2.63755 0.56975  0.264
C 0.18597 -1.91430 -0.26455  -0.962
C -0.27158 1.62326 -0.58802  -0.787
H 0.38418 -2.60001 0.55924  0.369
H 1.21419 1.05975 2.44031  0.312
H 0.24909 2.02787 -1.46516  0.325
H -1.20246 -3.12780 -1.47309  0.291
H 0.92540 -1.11868 -0.35721  0.459
H -1.27264 1.97200 -0.87931  0.302
H -0.29507 0.54318 -0.64129  -0.058
H -0.49215 -1.79660 -2.32519  0.243
H -0.51736 1.26903 2.54227  0.243
C 0.18190 2.23731 0.76923  -0.256
C -0.28383 -2.56138 -1.57652  -0.894
H 0.61187 -3.10363 -1.88042  0.274
H 0.25843 0.09198 1.42086  0.031

Its multiplicity is 1. As for the charge: 0. Its SMILES is CCC.CC.

=====

Most stable: version A (next structure +13.9 kcal/mol)